Record 1
Here is a gas-phase ion, C5H11N4 (charge +1) at a distorted geometry from the Open Molecules 2025 dataset. Energies are from the ωB97M-V functional and the def2-TZVPD basis.

Structure (ORCA input):
```
! RIJCOSX wB97M-V def2-TZVPD def2/J DEFGRID3
* xyz 1 1
C -0.09795 -0.21612 -0.57301
C -2.05770 -1.16277 0.18485
C -0.84957 1.05051 -0.56676
C 1.27790 -0.25358 -0.10947
C 2.02718 -1.42354 0.17355
N -0.83297 -1.38758 -0.05366
N -2.51819 0.02637 0.01673
N -0.63058 1.92196 0.41059
N 1.86222 0.86755 -0.03004
H -0.10954 -0.64168 -1.62775
H -2.72271 -2.01894 0.61026
H -1.17655 1.44503 -1.59670
H 3.12060 -1.27813 0.04253
H 1.78952 -2.33064 -0.46615
H 1.78841 -1.77947 1.20811
H -3.46475 0.43567 0.26026
H -0.27543 1.55474 1.31798
H -1.31768 2.58489 0.63096
H 1.35551 1.72368 -0.14347
H 2.83229 0.88207 0.31120
*
```

=====

Record 2
Here is 2 unconnected molecules or ions with the total composition C6H9N from the Open Molecules 2025 dataset. Energies are from the ωB97M-V functional and the def2-TZVPD basis.

Values from the calculation:
- SMILES: CC1=C2C[C@H]12.C=N

Structure (ORCA input):
```
! RIJCOSX wB97M-V def2-TZVPD def2/J DEFGRID3
* xyz 0 1
C 1.53671 0.92676 1.35172
C 1.13986 -0.19654 0.47020
C 1.72701 -1.19324 -0.27204
C 0.40513 -1.72814 -0.89699
C 0.08985 -1.13098 0.40340
H 1.10201 1.86572 0.98788
H 2.62515 1.03371 1.36105
H 1.17834 0.77098 2.37696
H 0.29454 -2.80604 -1.02778
H 0.09963 -1.16462 -1.77504
H -0.30161 -1.70128 1.25042
C -1.65184 1.23267 -0.97259
N -2.67640 0.50460 -1.13330
H -0.96816 1.37427 -1.81402
H -1.38196 1.75154 -0.04303
H -3.21826 0.46059 -0.26684
*
```

=====

| no. | orbital gap (eV) | LUMO (Ha) |
| --- | --- | --- |
| 1 | 7.716 | -0.1528 |
| 2 | 9.207 | 0.0330 |